(1)
DFT (wB97M-V/def2-TZVPD) results for a molecular structure, C2H6NO2P2 at a distorted geometry.

Element x y z (Å)
C 1.527 0.289 0.204
C 0.186 0.073 -0.506
N -0.788 -0.315 0.435
O 2.078 1.302 -0.207
O 1.849 -0.500 1.089
P -0.195 1.826 -0.984
P -0.170 -1.728 1.323
H 0.411 -0.843 -1.468
H -1.640 -0.453 0.043
H 0.233 2.079 -2.314
H -1.479 1.572 -1.639
H -0.475 -1.077 2.621
H -1.537 -2.224 1.403

## Properties
Kohn-Sham gap (spin up / spin down): 0.1712 / 0.2260 Ha
Multiplicity: 3
ΔE to the lowest compared entry with this formula, charge and spin: 0.0 kJ/mol
Total charge: -1
Calculated total energy: -967.57824 Ha
HOMO energy (spin up / spin down): -0.011 / -0.180 Eh

***

(2)
DFT (wB97M-V/def2-TZVPD) results for C5H12NO in the gas phase at a distorted geometry.

Element x y z (Å)
C -1.136 2.238 -0.301
O 0.189 2.681 -0.149
C -1.150 0.707 0.003
C 0.102 -0.061 -0.546
C 0.825 -1.092 0.262
C 2.166 -1.367 0.191
N 0.061 -2.193 0.940
H -1.557 2.356 -1.284
H -1.745 2.629 0.518
H 0.252 3.573 -0.502
H -1.253 0.710 1.100
H -1.995 0.170 -0.530
H 0.714 0.690 -1.015
H -0.245 -0.536 -1.510
H 2.745 -0.668 -0.381
H 2.435 -2.416 0.213
H -0.189 -2.788 0.119
H 0.637 -2.749 1.606
H -0.858 -1.886 1.267

## Properties
Kohn-Sham gap (spin up / spin down): 0.1594 / 0.3241 Ha
Multiplicity: 2
ΔE to the lowest compared entry with this formula, charge and spin: 304.8 kJ/mol
Calculated total energy: -327.51099 Ha
HOMO energy (spin up / spin down): -0.134 / -0.305 Eh

***

(3)
DFT (wB97M-V/def2-TZVPD) results for 5 unconnected molecules or ions with the total composition C15H30FN3O4 at a distorted geometry.

Element x y z (Å)
C 40.322 -6.385 -15.445
C 40.585 -6.061 -13.902
O 41.247 -6.848 -13.295
N 39.968 -4.867 -13.213
H 39.607 -4.280 -13.859
H 39.076 -5.262 -12.899
C 40.679 -4.367 -12.051
H 39.247 -6.827 -15.769
H 40.942 -6.985 -15.815
H 40.356 -5.482 -16.090
H 41.702 -3.708 -12.345
H 41.242 -5.148 -11.302
H 39.988 -3.841 -11.487
C 35.016 -8.093 -11.665
C 36.251 -8.833 -11.846
O 36.502 -9.828 -11.127
N 37.222 -8.338 -12.974
H 36.816 -8.389 -13.934
H 37.396 -7.266 -12.925
C 38.373 -9.104 -13.218
H 34.569 -8.474 -10.814
H 34.299 -8.308 -12.473
H 35.089 -7.024 -11.696
H 39.091 -8.529 -12.596
H 38.950 -8.802 -14.218
H 38.381 -10.222 -13.018
C 35.930 -2.195 -13.336
C 35.596 -3.489 -14.056
O 34.402 -3.703 -14.264
N 36.783 -4.323 -14.368
H 37.633 -3.959 -14.648
H 37.244 -4.730 -13.560
C 36.312 -5.334 -15.423
H 35.445 -2.027 -12.307
H 35.565 -1.392 -13.840
H 36.917 -2.019 -13.227
H 35.945 -5.166 -16.407
H 35.523 -5.940 -15.061
H 37.266 -6.037 -15.327
O 37.643 -5.712 -12.330
H 37.198 -5.842 -11.416
F 31.989 -6.295 -6.765
C 32.272 -5.517 -7.821
C 33.559 -5.660 -8.305
C 33.971 -4.917 -9.432
C 33.149 -3.967 -10.079
C 31.799 -3.962 -9.614
C 31.393 -4.678 -8.502
H 34.222 -6.268 -7.848
H 34.965 -5.122 -9.558
H 33.633 -3.274 -10.853
H 30.950 -3.182 -10.214
H 30.199 -4.623 -8.116

## Properties
Kohn-Sham gap: 0.2471 Ha
ΔE to the lowest compared entry with this formula, charge and spin: 64.3 kJ/mol
Total charge: +2
Calculated total energy: -1153.76047 Ha
HOMO energy: -0.489 Eh

***

(4)
DFT (wB97M-V/def2-TZVPD) results for a molecular structure, H18O9Xe.

Element x y z (Å)
Xe -0.817 -0.033 -0.579
O -3.657 -2.510 -2.110
H -4.340 -2.616 -1.448
H -2.853 -2.790 -1.673
O -1.303 -3.881 -1.300
H -1.432 -4.530 -1.992
H -0.375 -3.654 -1.354
O -3.168 3.129 0.190
H -2.441 2.990 0.797
H -2.748 3.295 -0.654
O -0.435 -1.810 2.532
H 0.002 -2.067 3.344
H -1.347 -2.072 2.658
O 0.689 0.819 2.897
H 1.496 0.619 2.424
H 0.138 0.047 2.770
O 2.687 0.910 0.891
H 3.442 0.586 1.381
H 2.741 0.466 0.045
O -0.707 3.056 1.837
H -0.705 3.556 2.653
H -0.332 2.208 2.074
O 1.562 1.438 -3.712
H 1.803 2.344 -3.515
H 2.056 0.916 -3.079
O 2.974 -0.028 -1.677
H 3.751 0.514 -1.545
H 3.319 -0.903 -1.853

## Properties
Kohn-Sham gap: 0.3670 Ha
ΔE to the lowest compared entry with this formula, charge and spin: 55.6 kJ/mol
Calculated total energy: -1017.30518 Ha
HOMO energy: -0.377 Eh

***

(5)
DFT (wB97M-V/def2-TZVPD) results for C4H7N in the gas phase at a distorted geometry.

Element x y z (Å)
C 0.587 1.110 -0.149
C -0.783 0.878 0.151
C -1.073 -0.626 0.142
N 0.148 -1.163 -0.180
C 1.170 -0.322 0.182
H 0.930 2.265 -0.248
H -1.527 1.683 -0.236
H -1.437 -0.870 0.999
H -1.986 -0.637 -0.580
H 0.274 -1.244 -1.161
H 2.181 -0.671 -0.151
H 1.517 -0.402 1.231

## Properties
Kohn-Sham gap: 0.3667 Ha
ΔE to the lowest compared entry with this formula, charge and spin: 310.7 kJ/mol
Calculated total energy: -211.24233 Ha
HOMO energy: -0.327 Eh

***

(6)
DFT (wB97M-V/def2-TZVPD) results for C3H7NO in the gas phase at a distorted geometry.

Element x y z (Å)
C -1.541 -0.269 0.006
N -0.306 -0.906 -0.126
C 0.999 -0.572 -0.097
C 1.187 0.989 -0.022
O 1.873 -1.343 0.025
H -2.256 -1.068 -0.019
H -1.555 0.599 -0.738
H -1.526 0.216 0.998
H -0.430 -1.870 -0.048
H 2.016 1.325 0.640
H 1.300 1.557 -1.028
H 0.239 1.343 0.410

## Properties
Kohn-Sham gap: 0.3805 Ha
ΔE to the lowest compared entry with this formula, charge and spin: 117.1 kJ/mol
Calculated total energy: -248.48189 Ha
HOMO energy: -0.350 Eh